Here is a structure of composition C21H34GeMoN4OSSeSi from OMol25. Energies are from ωB97M-V with the def2-TZVPD basis set.

The HOMO energy (alpha / beta) is -14.01 / -14.01 eV. As for the total charge: +2. The value obtained for the energy above the lowest of the compared OMol25 structures with the same formula, charge and spin is 28.7 kcal/mol. Its lowest unoccupied orbital energy (alpha / beta) is -7.42 / -7.43 eV. The multiplicity is 1. The calculation puts the calculated total energy at -172755.987 eV. The gap between HOMO and LUMO (alpha / beta) is 6.6 / 6.6 eV.

The geometry in XYZ format:
```
65
Properties=species:S:1:pos:R:3:lowdin_charge:R:1
Mo -0.62 -0.76 0.52 1.197
N -4.63 -1.71 0.87 0.134
C -3.50 -1.01 0.83 -0.757
S -2.18 -1.39 2.01 0.669
N -3.32 -0.13 -0.12 0.051
N -2.13 0.56 0.12 -0.186
C -2.07 1.84 0.18 -0.145
C -3.18 2.74 -0.13 -0.181
C -3.88 2.58 -1.33 -0.020
C -4.93 3.43 -1.63 -0.044
C -5.30 4.42 -0.73 -0.041
C -4.63 4.57 0.47 -0.046
C -3.56 3.74 0.77 -0.033
C -0.78 2.30 0.74 -0.177
C -0.45 3.63 0.87 0.035
C 0.66 3.98 1.64 0.020
C 1.39 2.98 2.25 -0.006
C 1.04 1.65 2.01 -0.142
N 0.00 1.31 1.25 -0.037
H -4.80 -2.37 1.60 0.112
H -5.38 -1.49 0.23 0.132
H -3.60 1.80 -2.02 0.116
H -5.46 3.32 -2.57 0.118
H -6.13 5.08 -0.97 0.120
H -4.93 5.33 1.17 0.119
H -3.05 3.85 1.72 0.122
H -1.07 4.39 0.41 0.133
H 0.94 5.02 1.77 0.136
H 2.23 3.19 2.90 0.127
H 1.62 0.86 2.46 0.072
C 5.60 -1.41 0.53 -0.215
Ge 4.73 0.29 0.17 0.772
C 4.83 1.45 1.73 -0.209
C 5.37 1.15 -1.45 -0.204
C 2.76 -0.01 -0.15 -0.539
Se 1.98 -1.32 1.09 0.922
C 2.38 -2.87 -0.01 -0.324
H 6.59 -1.21 0.94 0.037
H 5.74 -2.00 -0.38 0.032
H 5.06 -2.01 1.26 0.014
H 5.87 1.62 1.99 0.035
H 4.34 1.00 2.60 0.023
H 4.37 2.42 1.52 0.015
H 6.43 1.40 -1.34 0.035
H 4.83 2.08 -1.65 0.028
H 5.27 0.49 -2.31 0.030
H 2.58 -0.39 -1.16 0.030
H 2.24 0.93 -0.04 -0.005
H 3.46 -2.91 -0.10 0.024
H 1.91 -2.76 -0.98 0.010
H 2.02 -3.76 0.51 0.036
C 0.15 -4.01 -2.65 -0.155
Si -1.08 -3.69 -1.30 0.460
C -0.98 -4.85 0.15 -0.142
C -2.81 -3.45 -1.93 -0.146
O -0.67 -2.09 -0.62 -0.543
H -0.36 -4.52 -3.47 0.051
H 0.98 -4.64 -2.34 0.043
H 0.55 -3.08 -3.07 0.043
H -0.99 -5.88 -0.20 0.056
H -1.84 -4.72 0.82 0.039
H -0.08 -4.72 0.74 0.027
H -3.15 -4.37 -2.42 0.055
H -2.86 -2.65 -2.67 0.050
H -3.51 -3.23 -1.13 0.017
```

Here is a cluster of 3 separate species, C4H14NO3 in total at a distorted geometry from OMol25. Energies are from ωB97M-V with the def2-TZVPD basis set.

The HOMO energy is -4.52 eV. As for the total charge: -1. The value obtained for the energy above the lowest of the compared OMol25 structures with the same formula, charge and spin is 62.7 kcal/mol. Its lowest unoccupied orbital energy is 3.92 eV. The multiplicity is 1. The calculation puts the calculated total energy at -12006.176 eV. The gap between HOMO and LUMO is 8.4 eV.

The geometry in XYZ format:
```
22
Properties=species:S:1:pos:R:3:lowdin_charge:R:1
C -0.19 -0.73 -1.19 -0.238
N -1.18 -1.58 -0.47 -0.066
C -1.93 -0.90 0.62 -0.371
O -1.26 -0.50 1.79 -0.219
C 1.35 -1.05 -1.34 -0.155
C 2.13 -0.16 -0.13 -0.047
H -0.20 0.25 -0.65 0.090
H -0.62 -0.78 -2.13 0.062
H -0.63 -2.32 -0.05 0.077
H -2.80 -1.49 1.00 0.091
H -2.61 -0.02 0.29 0.115
H 1.52 -2.06 -1.22 0.048
H 1.52 -0.74 -2.34 0.068
H 2.28 -0.83 0.72 0.060
H 1.73 0.85 -0.08 0.047
H 3.13 -0.17 -0.54 0.027
H -0.54 2.88 -0.87 -0.043
H -0.10 2.26 0.66 0.012
O 0.08 3.00 -0.17 -0.228
H -0.56 0.35 2.05 0.064
H -1.00 2.02 2.04 -0.080
O -0.13 1.73 2.04 -0.312
```

Here is the molecule C19H24N2O4 from OMol25. Energies are from ωB97M-V with the def2-TZVPD basis set.

The HOMO energy is -7.99 eV. The value obtained for the energy above the lowest of the compared OMol25 structures with the same formula, charge and spin is 48.9 kcal/mol. Its lowest unoccupied orbital energy is 0.80 eV. Its SMILES is CCOc1ccc(CN(C)C(=O)c2cccnc2OCC)cc1OC. The multiplicity is 1. The calculation puts the calculated total energy at -31262.470 eV. The gap between HOMO and LUMO is 8.8 eV.

The geometry in XYZ format:
```
49
Properties=species:S:1:pos:R:3:lowdin_charge:R:1
C -6.34 -1.18 -0.75 -0.064
C -5.31 -0.06 -0.86 -0.263
H -5.02 0.08 -1.91 0.126
H -5.74 0.88 -0.48 0.126
O -4.19 -0.43 -0.08 -0.034
C -3.15 0.43 0.01 -0.193
C -3.06 1.65 -0.63 -0.013
C -1.93 2.46 -0.47 -0.047
C -0.90 2.05 0.34 -0.216
C -0.98 0.83 1.00 0.042
C -2.08 0.01 0.84 -0.186
O -2.24 -1.21 1.43 -0.061
C -1.24 -1.64 2.32 -0.069
H -1.55 -2.63 2.65 0.098
H -1.16 -0.97 3.19 0.104
H -0.26 -1.70 1.83 0.072
H -0.16 0.53 1.63 0.114
C 0.36 2.87 0.50 -0.099
N 1.51 2.14 -0.01 -0.081
C 2.38 1.57 0.85 -0.434
O 2.35 1.77 2.05 0.074
C 3.42 0.69 0.24 -0.070
C 4.75 1.05 0.21 0.002
C 5.69 0.17 -0.32 -0.062
C 5.24 -1.05 -0.78 -0.128
N 3.98 -1.43 -0.72 0.136
C 3.09 -0.60 -0.21 -0.300
O 1.80 -0.97 -0.14 -0.030
C 1.46 -2.27 -0.62 -0.228
C 1.91 -3.38 0.32 -0.065
H 2.99 -3.42 0.35 0.063
H 1.53 -4.33 -0.05 0.078
H 1.53 -3.21 1.32 0.067
H 1.90 -2.41 -1.61 0.118
H 0.37 -2.24 -0.70 0.121
H 5.92 -1.78 -1.21 0.107
H 6.74 0.43 -0.37 0.099
H 5.05 2.02 0.58 0.126
C 1.50 1.89 -1.43 -0.024
H 0.79 1.10 -1.69 0.098
H 2.49 1.60 -1.77 0.096
H 1.21 2.81 -1.95 0.097
H 0.56 3.05 1.56 0.129
H 0.28 3.82 -0.02 0.127
H -1.89 3.40 -0.99 0.109
H -3.86 2.00 -1.27 0.103
H -7.22 -0.94 -1.33 0.075
H -6.62 -1.32 0.29 0.078
H -5.91 -2.11 -1.12 0.078
```

Here is a cluster of 5 separate species, C22H47BN5O16 in total at a distorted geometry from OMol25. Energies are from ωB97M-V with the def2-TZVPD basis set.

The HOMO energy is -12.12 eV. As for the total charge: +1. Its lowest unoccupied orbital energy is -3.00 eV. The multiplicity is 1. The calculation puts the calculated total energy at -64458.896 eV. The gap between HOMO and LUMO is 9.1 eV.

The geometry in XYZ format:
```
91
Properties=species:S:1:pos:R:3:lowdin_charge:R:1
C 0.13 -0.67 0.19 -0.017
O 0.48 0.73 0.34 0.061
B 1.12 1.13 -0.80 -0.632
O 0.69 2.19 -1.55 0.218
N 2.38 0.40 -1.27 0.156
C 3.51 0.81 -0.68 -0.344
O 3.54 1.75 0.24 0.193
N 4.51 0.07 -1.19 0.226
C 3.97 -0.78 -2.08 -0.277
N 4.63 -1.70 -2.77 0.106
C 6.10 -1.94 -2.74 -0.224
N 6.71 -1.92 -1.42 0.021
N 2.61 -0.57 -2.17 0.033
C 1.60 -1.21 -3.01 -0.039
C 0.99 -0.19 -4.05 -0.183
O -0.44 -0.20 -4.04 -0.049
H -0.54 -0.78 -0.68 0.099
H -0.39 -1.01 1.09 0.119
H 1.01 -1.33 0.07 0.102
H 1.36 2.90 -1.61 0.132
H 4.13 2.48 -0.01 0.171
H 4.09 -2.26 -3.41 0.139
H 6.56 -1.24 -3.46 0.130
H 6.26 -2.96 -3.16 0.123
H 7.14 -1.00 -1.33 0.074
H 6.02 -1.93 -0.68 0.067
H 2.09 -1.99 -3.61 0.128
H 0.84 -1.71 -2.39 0.126
H 1.29 -0.42 -5.09 0.127
H 1.32 0.85 -3.86 0.119
H -0.75 -0.89 -3.44 0.079
C 3.57 -1.20 -10.19 -0.063
C 4.56 -1.85 -9.24 -0.208
O 3.93 -2.22 -8.00 0.023
C 3.20 -3.34 -8.04 -0.609
O 3.04 -4.05 -9.00 0.142
O 2.66 -3.53 -6.83 -0.024
C 1.77 -4.65 -6.76 -0.042
H 3.07 -0.36 -9.70 0.081
H 4.08 -0.84 -11.08 0.085
H 2.80 -1.91 -10.49 0.077
H 5.34 -1.13 -8.98 0.121
H 5.05 -2.71 -9.69 0.127
H 2.25 -5.55 -7.13 0.100
H 0.87 -4.44 -7.33 0.103
H 1.50 -4.79 -5.72 0.086
C -0.40 4.19 1.84 -0.044
C -1.08 2.84 1.98 -0.208
O -1.67 2.70 3.27 -0.006
C -2.84 3.32 3.45 -0.603
O -3.42 3.98 2.63 0.127
O -3.23 3.12 4.71 0.008
C -4.42 3.81 5.08 -0.021
H 0.31 4.35 2.65 0.086
H 0.12 4.26 0.88 0.070
H -1.13 5.01 1.88 0.081
H -0.33 2.05 1.89 0.098
H -1.82 2.68 1.19 0.130
H -5.24 3.61 4.39 0.076
H -4.23 4.88 5.14 0.104
H -4.71 3.46 6.07 0.100
C 0.23 1.62 5.22 -0.061
C 0.11 0.54 6.27 -0.193
O 0.61 -0.72 5.78 0.039
C 1.93 -0.85 5.77 -0.607
O 2.73 -0.03 6.13 0.124
O 2.23 -2.05 5.26 -0.001
C 3.63 -2.29 5.10 -0.047
H -0.25 1.30 4.29 0.063
H -0.24 2.54 5.56 0.086
H 1.27 1.82 4.98 0.079
H -0.94 0.38 6.52 0.126
H 0.62 0.82 7.19 0.127
H 4.16 -2.11 6.03 0.098
H 4.02 -1.66 4.30 0.093
H 3.75 -3.33 4.82 0.092
C -10.12 -0.57 4.26 -0.065
C -8.92 -0.40 5.17 -0.210
O -7.69 -0.45 4.42 0.037
C -7.38 0.66 3.76 -0.605
O -8.01 1.68 3.74 0.126
O -6.24 0.44 3.09 0.008
C -5.83 1.52 2.26 -0.034
H -10.02 -1.48 3.67 0.082
H -11.04 -0.63 4.85 0.082
H -10.21 0.26 3.56 0.075
H -8.88 -1.23 5.88 0.122
H -8.98 0.52 5.74 0.124
H -5.79 2.46 2.82 0.066
H -6.51 1.62 1.41 0.105
H -4.84 1.30 1.88 0.092
```